[1]
This record from OMol25 describes a molecular structure, C11H22B3Br2ClF2O10PSSi2. The level of theory is ωB97M-V/def2-TZVPD.

Properties
- Highest occupied orbital energy: -6.61 eV
- Calculated total energy: -228200.833 eV
- Net charge: -1

Each line ends with the Mulliken charge.
Atoms and positions in Å:
C: 4.715 -1.478 4.071  -0.87
C: 3.572 -0.692 3.189  -0.32
B: 3.825 -0.801 1.566  0.48
O: 5.194 -1.047 1.045  -0.64
Si: 2.289 -0.550 0.356  0.34
C: 2.865 0.652 -1.008  -0.62
B: 3.241 2.196 -0.471  0.58
O: 3.233 3.321 -1.460  -0.63
O: 3.537 2.554 0.926  -0.49
O: 0.993 0.076 1.408  -0.09
Si: -0.332 0.751 0.486  0.13
C: -0.990 2.275 1.537  -0.65
C: -1.050 3.672 0.685  -0.67
C: 0.342 4.536 0.655  -0.22
Cl: 1.255 4.621 2.265  -0.21
P: -2.057 -0.554 0.163  0.60
O: -3.434 0.520 -0.166  -0.49
O: -2.543 -1.506 1.553  -0.58
S: -1.889 -1.641 -1.489  -0.32
C: 1.753 -2.302 -0.170  0.26
Br: 0.312 -3.194 0.970  -0.12
C: 2.257 -3.142 -1.282  0.02
C: 1.651 -4.652 -1.568  -0.95
Br: 3.723 -2.464 -2.442  -0.18
H: 5.537 -0.772 4.538  0.24
H: 4.144 -2.034 4.943  0.29
H: 5.206 -2.309 3.398  0.16
H: 3.583 0.436 3.569  0.26
H: 2.517 -1.119 3.473  0.22
H: 5.477 -1.998 1.184  0.26
H: 3.865 0.312 -1.565  0.27
H: 2.077 0.826 -1.886  0.30
H: 3.511 3.001 -2.368  0.31
H: 4.026 3.449 0.891  0.26
H: 0.132 1.332 -0.797  -0.14
H: -0.385 2.321 2.538  0.41
H: -2.115 2.029 1.850  0.35
H: -1.308 3.391 -0.435  0.27
H: -1.939 4.354 1.072  0.31
H: 0.029 5.658 0.393  0.35
H: 0.975 4.166 -0.261  0.06
H: -4.066 -0.063 -0.692  0.27
H: -3.024 -2.342 1.216  0.37
H: 1.738 -5.300 -0.569  0.29
H: 2.415 -5.161 -2.330  0.30
H: 0.541 -4.644 -1.978  0.25
B: -7.778 0.275 -3.319  0.54
O: -6.697 0.099 -2.344  -0.36
C: -6.421 -1.211 -2.290  0.87
O: -5.565 -1.702 -1.572  -0.62
C: -7.280 -1.927 -3.194  0.37
O: -7.282 -3.132 -3.382  -0.62
O: -8.096 -1.067 -3.819  -0.41
F: -7.333 1.124 -4.413  -0.38
F: -8.944 0.858 -2.675  -0.38

***

[2]
This record from OMol25 describes a molecular structure, C11H22ClFN3O4PdSi. The level of theory is ωB97M-V/def2-TZVPD.

Properties
- ΔE to the lowest compared entry with this formula, charge and spin: 15.9 kJ/mol
- Highest occupied orbital energy: -19.64 eV
- Calculated total energy: -50985.038 eV
- Net charge: +3

Each line ends with the Mulliken charge.
Atoms and positions in Å:
Pd: -0.670 -0.479 -0.458  0.79
C: 3.007 1.718 1.107  -0.96
Si: 2.541 1.228 -0.619  -0.19
C: 2.784 2.399 -2.035  -1.10
C: 3.257 -0.397 -1.069  -0.94
N: 0.541 1.205 -0.490  -0.50
C: -0.110 2.316 -0.446  0.96
C: 0.502 3.655 -0.374  -0.07
C: -0.262 4.777 -0.387  -1.20
C: -1.667 4.673 -0.474  -0.18
C: -2.352 3.435 -0.533  -0.84
C: -1.585 2.334 -0.500  0.98
F: -2.170 1.108 -0.567  -0.26
H: 4.095 1.846 1.112  0.42
H: 2.785 0.892 1.787  0.36
H: 2.573 2.625 1.523  0.40
H: 3.851 2.643 -2.052  0.41
H: 2.238 3.342 -2.045  0.54
H: 2.571 1.874 -2.969  0.35
H: 4.294 -0.135 -1.317  0.42
H: 2.830 -0.863 -1.953  0.34
H: 3.302 -1.116 -0.256  0.23
H: 1.576 3.730 -0.292  0.68
H: 0.195 5.755 -0.329  0.50
H: -2.259 5.584 -0.496  0.47
H: -3.431 3.383 -0.604  0.51
O: 0.750 -1.867 -0.458  -0.69
Cl: 0.859 -2.565 0.944  1.80
O: 2.168 -3.037 1.061  -0.54
O: 0.504 -1.559 1.897  -0.55
O: -0.130 -3.610 0.910  -0.73
N: -2.197 -4.757 1.570  -0.23
C: -3.183 -3.801 0.942  -0.81
C: -2.638 -2.382 0.835  -0.33
N: -1.924 -2.113 -0.437  -0.46
H: -2.632 -5.676 1.707  0.39
H: -1.882 -4.432 2.491  0.37
H: -1.348 -4.888 1.006  0.37
H: -4.072 -3.811 1.570  0.44
H: -3.456 -4.214 -0.029  0.39
H: -1.948 -2.172 1.654  0.30
H: -3.474 -1.689 0.915  0.52
H: -2.567 -2.083 -1.228  0.37
H: -1.265 -2.875 -0.613  0.29

***

[3]
This record from OMol25 describes 3 unconnected molecules or ions with the total composition C11H22F5N2O11P2S. The level of theory is ωB97M-V/def2-TZVPD.

Properties
- Highest occupied orbital energy: -11.54 eV
- Calculated total energy: -80256.766 eV
- Net charge: +1

Each line ends with the Mulliken charge.
Atoms and positions in Å:
O: -4.467 0.402 2.281  -0.67
S: -4.709 -0.184 1.007  1.15
O: -6.061 -0.619 0.924  -0.59
N: -3.578 -1.460 0.875  -0.03
C: -2.595 -1.647 1.772  -0.08
N: -1.905 -2.685 1.345  0.03
C: -2.472 -3.194 0.187  -0.58
C: -3.545 -2.429 -0.139  0.44
O: -4.405 -2.512 -1.145  -0.47
C: -4.238 1.119 -0.251  0.57
F: -4.107 2.254 0.398  -0.19
F: -3.058 0.743 -0.781  -0.24
C: -5.258 1.296 -1.438  0.66
F: -5.857 0.164 -1.792  -0.18
F: -6.108 2.278 -1.202  -0.22
F: -4.526 1.692 -2.497  -0.23
H: -2.436 -1.030 2.653  0.50
H: -1.087 -3.047 1.828  0.24
H: -2.146 -4.038 -0.415  0.44
H: -5.304 -2.299 -0.832  0.41
C: 0.667 3.675 -3.070  -0.71
O: 1.680 2.671 -2.870  -0.33
P: 1.214 1.067 -3.137  0.78
O: 1.500 0.547 -1.755  -0.25
O: 2.420 0.823 -4.175  -0.33
C: 3.736 1.263 -3.843  -0.56
O: 0.456 -0.272 -3.766  -0.44
C: -0.510 -0.869 -2.909  -0.44
H: 1.100 4.647 -2.848  0.24
H: 0.321 3.670 -4.106  0.36
H: -0.178 3.501 -2.397  0.28
H: 3.924 1.239 -2.770  0.28
H: 3.885 2.276 -4.217  0.25
H: 4.452 0.614 -4.344  0.25
H: -1.138 -0.126 -2.423  0.11
H: 0.012 -1.492 -2.183  0.25
H: -1.141 -1.523 -3.514  0.32
C: 3.449 1.968 3.775  -0.77
O: 3.421 1.044 2.671  -0.29
P: 3.368 -0.598 3.071  0.95
O: 4.636 -1.013 2.393  -0.63
O: 2.062 -0.868 2.152  -0.27
C: 2.030 -0.356 0.815  -0.60
O: 3.017 -1.973 3.932  -0.33
C: 4.094 -2.551 4.682  -0.65
H: 3.499 2.978 3.375  0.23
H: 2.545 1.872 4.380  0.35
H: 4.330 1.790 4.397  0.33
H: 3.015 -0.296 0.360  0.40
H: 1.573 0.632 0.820  0.33
H: 1.401 -1.006 0.208  0.11
H: 4.668 -1.795 5.209  0.31
H: 4.725 -3.134 4.014  0.27
H: 3.655 -3.232 5.412  0.24

***

[4]
This record from OMol25 describes a gas-phase ion, C11H22N2O2 (charge +2). The level of theory is ωB97M-V/def2-TZVPD.

Properties
- SMILES: C/C=C(\O)O/C(=C\C=C\[NH2+]CC)[NH2+]CC
- ΔE to the lowest compared entry with this formula, charge and spin: 0.0 kJ/mol
- Highest occupied orbital energy: -15.05 eV
- Calculated total energy: -18819.024 eV
- Net charge: +2

Each line ends with the Mulliken charge.
Atoms and positions in Å:
C: -0.601 1.424 -3.860  -1.54
C: -1.173 1.346 -2.442  -0.05
C: -1.061 0.457 -1.527  0.31
O: -0.383 -0.723 -1.464  -0.43
O: -1.791 0.696 -0.307  -0.45
C: -1.679 -0.155 0.749  0.01
C: -0.606 -0.797 1.211  -0.42
C: 0.806 -0.694 0.859  -0.89
C: 1.498 0.468 0.875  -0.15
N: 2.830 0.614 0.454  0.07
C: 3.606 1.235 1.553  -0.54
C: 4.965 1.723 1.008  -1.04
N: -3.071 -0.496 1.269  -0.06
C: -3.771 -1.733 0.784  -0.60
C: -2.976 -2.960 0.530  -1.14
H: -1.203 1.884 -4.504  0.43
H: -0.314 0.518 -4.263  0.44
H: 0.258 2.028 -3.721  0.36
H: -1.712 2.205 -2.145  0.47
H: 0.222 -0.782 -2.117  0.31
H: -0.633 -1.497 2.027  0.51
H: 1.271 -1.743 0.757  0.34
H: 0.843 1.302 1.024  0.50
H: 3.242 -0.343 0.227  0.44
H: 2.729 1.353 -0.270  0.46
H: 3.123 1.973 2.214  0.42
H: 3.880 0.416 2.208  0.34
H: 5.648 0.966 0.641  0.37
H: 4.778 2.420 0.109  0.32
H: 5.373 2.294 1.910  0.33
H: -3.119 -0.665 2.291  0.49
H: -3.650 0.325 1.035  0.43
H: -4.519 -1.881 1.547  0.50
H: -4.325 -1.232 0.016  0.36
H: -2.287 -2.951 -0.355  0.24
H: -2.554 -3.325 1.435  0.39
H: -3.646 -3.671 0.244  0.49

***

[5]
This record from OMol25 describes a single C11H22N4O4 molecule. The level of theory is ωB97M-V/def2-TZVPD.

Properties
- SMILES: NCCCC[C@H](NC(=O)[C@@H](N)CCC(N)=O)C(=O)O
- ΔE to the lowest compared entry with this formula, charge and spin: 210.1 kJ/mol
- Highest occupied orbital energy: -9.07 eV
- Calculated total energy: -25914.315 eV
- Net charge: 0

Each line ends with the Mulliken charge.
Atoms and positions in Å:
N: 4.711 0.046 -0.268  -0.48
C: 4.153 1.294 0.302  -0.68
C: 2.864 1.071 0.974  -0.66
C: 1.810 0.340 0.084  0.30
C: 1.657 -1.215 0.366  -1.10
C: 0.216 -1.685 -0.031  1.00
N: -0.665 -1.601 1.001  0.05
C: -1.937 -1.132 1.130  0.00
O: -2.491 -1.103 2.218  -0.68
C: -2.747 -0.665 -0.142  0.30
N: -3.886 -1.531 -0.443  -0.71
C: -3.364 0.729 0.123  -1.18
C: -2.361 1.787 0.508  -0.66
C: -1.558 2.235 -0.688  0.57
N: -1.466 3.548 -1.043  -0.47
O: -1.051 1.445 -1.438  -0.59
C: 0.303 -3.066 -0.671  -0.16
O: 1.179 -3.917 -0.455  -0.60
O: -0.584 -3.182 -1.681  -0.42
H: 4.272 -0.132 -1.094  0.20
H: 5.716 0.218 -0.309  0.24
H: 4.174 2.233 -0.419  0.23
H: 4.790 1.653 1.142  0.40
H: 2.533 2.039 1.207  0.28
H: 3.083 0.454 1.860  0.36
H: 0.795 0.788 0.231  -0.34
H: 1.934 0.516 -1.067  0.26
H: 1.704 -1.357 1.430  0.33
H: 2.430 -1.838 -0.167  0.36
H: -0.134 -0.946 -0.780  -0.03
H: -0.457 -2.122 1.833  0.31
H: -2.012 -0.596 -0.909  0.49
H: -4.235 -1.775 0.490  0.32
H: -3.646 -2.326 -1.060  0.26
H: -3.814 0.995 -0.784  0.44
H: -4.059 0.570 0.931  0.44
H: -2.973 2.583 0.862  0.41
H: -1.781 1.450 1.353  0.39
H: -1.833 4.332 -0.442  0.21
H: -0.979 3.805 -1.961  0.25
H: -0.292 -3.943 -2.194  0.36